# 1
Here is 9 unconnected molecules or ions with the total composition C24H72N6O9 in a non-equilibrium geometry from the Open Molecules 2025 dataset. Energies are from ωB97M-V/def2-TZVPD.

CARTESIAN COORDINATES (ANGSTROEM)
C: 2.665 7.665 -1.221
C: 2.592 6.665 -2.359
C: 3.888 6.371 -3.147
O: 4.244 7.542 -3.966
C: 4.565 7.208 -5.357
N: 1.968 5.385 -1.846
H: 3.182 7.337 -0.319
H: 1.632 7.818 -0.910
H: 3.228 8.561 -1.482
H: 1.912 6.986 -3.148
H: 3.800 5.467 -3.749
H: 4.718 6.238 -2.454
H: 3.765 6.644 -5.836
H: 5.299 6.402 -5.329
H: 4.910 8.017 -6.000
H: 0.966 5.391 -1.723
H: 2.020 4.646 -2.533
C: -9.522 -3.518 1.865
C: -8.379 -2.623 1.420
C: -7.069 -2.367 2.262
O: -5.931 -1.697 1.706
C: -6.262 -0.544 1.023
N: -8.090 -2.832 -0.001
H: -10.283 -3.588 1.088
H: -10.074 -3.136 2.724
H: -9.117 -4.452 2.254
H: -8.785 -1.615 1.336
H: -6.769 -3.340 2.652
H: -7.287 -1.787 3.159
H: -6.770 -0.795 0.091
H: -5.347 0.025 0.865
H: -6.877 0.170 1.570
H: -8.925 -2.769 -0.565
H: -7.759 -2.004 -0.475
C: -2.174 3.264 5.823
C: -3.000 2.049 5.337
C: -4.573 2.075 5.546
O: -5.115 3.353 5.029
C: -6.520 3.672 5.224
N: -2.566 1.634 4.016
H: -1.120 3.011 5.706
H: -2.294 3.418 6.896
H: -2.428 4.136 5.222
H: -2.471 1.312 5.942
H: -4.835 2.009 6.602
H: -4.983 1.184 5.071
H: -6.998 3.593 4.247
H: -6.650 4.737 5.418
H: -7.021 3.010 5.930
H: -2.741 2.427 3.415
H: -2.991 0.765 3.728
C: 4.800 -3.541 -5.371
C: 4.811 -2.299 -4.304
C: 5.063 -0.920 -4.991
O: 6.511 -0.848 -5.001
C: 7.038 -0.212 -6.158
N: 3.568 -2.468 -3.608
H: 4.660 -4.507 -4.886
H: 5.769 -3.592 -5.868
H: 4.026 -3.505 -6.137
H: 5.558 -2.436 -3.522
H: 4.554 -0.160 -4.397
H: 4.586 -0.834 -5.967
H: 6.645 -0.700 -7.049
H: 8.125 -0.191 -6.090
H: 6.628 0.798 -6.202
H: 3.185 -1.746 -3.013
H: 3.572 -3.382 -3.179
C: 3.294 0.325 3.531
C: 3.675 0.769 2.111
C: 4.479 -0.253 1.235
O: 5.854 -0.236 1.673
C: 6.649 -1.059 0.837
N: 2.377 0.925 1.454
H: 4.229 0.361 4.090
H: 2.806 -0.648 3.468
H: 2.548 0.941 4.033
H: 4.074 1.781 2.055
H: 4.390 0.135 0.220
H: 4.064 -1.253 1.356
H: 6.553 -0.715 -0.193
H: 6.328 -2.091 0.975
H: 7.706 -0.919 1.063
H: 2.328 1.778 0.915
H: 1.721 1.097 2.202
C: -0.929 -4.257 0.937
C: -0.576 -5.700 0.582
C: 0.640 -6.292 1.217
O: 1.862 -5.893 0.399
C: 2.103 -6.810 -0.705
N: -1.748 -6.341 1.064
H: -0.029 -3.653 0.819
H: -1.339 -4.129 1.938
H: -1.700 -3.755 0.353
H: -0.467 -5.985 -0.464
H: 0.717 -7.360 1.419
H: 0.707 -5.832 2.203
H: 2.924 -6.380 -1.278
H: 1.211 -6.879 -1.328
H: 2.302 -7.845 -0.428
H: -2.461 -5.639 1.199
H: -1.441 -6.606 1.989
O: -1.988 -2.625 -3.530
H: -2.049 -1.768 -3.106
H: -1.999 -3.251 -2.806
O: -1.136 0.553 -0.967
H: -1.317 1.485 -1.088
H: -0.287 0.530 -0.526
O: -2.551 3.707 -1.322
H: -3.096 3.583 -0.545
H: -3.158 3.625 -2.057

Forces on atoms 1 to 2 (eV/Å):
0.2405 -0.1271 0.0531
-0.8950 -1.4603 -0.7025

Output
* maximum force: 0.07639 Eh/bohr
* energy above the lowest of the compared OMol25 structures with the same formula, charge and spin: 143.6 kcal/mol
* SMILES: COC[C@H](C)N.COC[C@H](C)N.COC[C@H](C)N.COC[C@H](C)N.COC[C@H](C)N.COC[C@H](C)N.O.O.O
* LUMO: 0.065 eV
* frontier orbital gap: 8.567 eV

These are the Mulliken partial charges, in e, on atoms 1 to 99: -1.356 0.668 -0.744 -0.314 -0.783 -0.686 0.340 0.316 0.335 0.185 0.403 0.253 0.337 0.323 0.255 0.240 0.229 -1.294 0.504 -0.686 -0.302 -0.640 -0.737 0.340 0.333 0.313 0.285 0.352 0.342 0.156 0.280 0.293 0.266 0.190 -1.312 0.220 -0.509 -0.341 -0.718 -0.522 0.372 0.348 0.297 0.240 0.414 0.288 0.244 0.254 0.309 0.230 0.193 -1.317 0.568 -0.657 -0.309 -0.755 -0.614 0.372 0.318 0.339 0.190 0.331 0.334 0.331 0.232 0.310 0.183 0.145 -1.519 0.282 -0.527 -0.323 -0.650 -0.563 0.351 0.370 0.451 0.317 0.302 0.313 0.244 0.280 0.266 0.238 0.175 -1.602 1.007 -0.930 -0.287 -0.718 -0.766 0.355 0.411 0.431 0.011 0.362 0.348 0.206 0.314


# 2
Here is 12 unconnected molecules or ions with the total composition C24H72O24 in a non-equilibrium geometry from the Open Molecules 2025 dataset. Energies are from ωB97M-V/def2-TZVPD.

CARTESIAN COORDINATES (ANGSTROEM)
C: 4.730 0.266 1.574
C: 3.298 0.353 1.403
O: 2.704 0.727 2.666
O: 5.509 0.469 0.452
H: 4.995 -0.655 2.054
H: 4.974 1.087 2.300
H: 2.945 -0.595 0.975
H: 3.086 1.154 0.834
H: 2.394 -0.068 3.134
H: 5.009 -0.056 -0.127
C: -2.523 4.471 0.606
C: -3.156 3.107 0.085
O: -4.064 2.602 1.043
O: -3.442 5.503 0.592
H: -1.848 4.798 -0.168
H: -1.763 4.315 1.426
H: -2.390 2.361 -0.078
H: -3.767 3.311 -0.761
H: -4.448 3.371 1.480
H: -2.889 6.283 0.581
C: 0.939 4.465 -1.412
C: 1.490 3.248 -2.053
O: 2.009 2.326 -1.225
O: 0.579 5.392 -2.334
H: 1.648 4.936 -0.746
H: 0.019 4.320 -0.817
H: 2.358 3.552 -2.715
H: 0.781 2.673 -2.697
H: 2.979 2.430 -1.069
H: -0.321 5.356 -2.596
C: 0.269 -0.427 -1.410
C: 0.052 -0.975 0.047
O: 0.385 -2.313 -0.014
O: -0.273 0.800 -1.477
H: -0.080 -1.087 -2.180
H: 1.358 -0.318 -1.704
H: -1.022 -1.006 0.448
H: 0.766 -0.423 0.649
H: 0.532 -2.709 0.873
H: 0.404 1.479 -1.353
C: -4.199 -0.001 -1.075
C: -3.642 -0.608 -2.355
O: -2.498 0.227 -2.774
O: -5.416 -0.677 -0.848
H: -4.458 1.025 -1.259
H: -3.509 -0.136 -0.279
H: -4.449 -0.534 -3.105
H: -3.183 -1.639 -2.182
H: -1.831 0.285 -2.111
H: -5.055 -1.324 -0.308
C: 3.385 -2.458 -1.076
C: 4.233 -3.412 -1.939
O: 4.134 -4.803 -1.648
O: 3.908 -1.145 -1.272
H: 3.326 -2.557 -0.002
H: 2.375 -2.342 -1.473
H: 5.249 -3.223 -1.722
H: 4.179 -3.085 -3.040
H: 4.329 -5.023 -0.750
H: 3.483 -0.854 -2.087
C: 1.816 -4.357 2.264
C: 0.293 -4.528 2.220
O: -0.348 -3.391 2.774
O: 2.538 -5.518 2.036
H: 2.103 -4.073 3.269
H: 2.101 -3.497 1.671
H: 0.002 -5.413 2.754
H: -0.085 -4.562 1.153
H: -1.327 -3.586 2.879
H: 3.383 -5.131 1.750
C: -0.016 2.268 2.656
C: -0.894 1.033 2.602
O: -1.619 1.062 3.763
O: 0.457 2.564 1.340
H: 0.811 2.121 3.286
H: -0.574 3.078 3.106
H: -0.271 0.124 2.622
H: -1.682 1.135 1.801
H: -2.476 1.116 3.477
H: 1.391 2.682 1.592
C: 1.034 0.849 -5.078
C: 2.528 1.088 -4.734
O: 2.901 0.312 -3.589
O: 0.590 1.793 -6.067
H: 0.497 0.858 -4.149
H: 0.960 -0.240 -5.341
H: 2.771 2.155 -4.464
H: 3.157 0.802 -5.520
H: 3.866 0.537 -3.404
H: -0.400 2.026 -5.955
C: -1.671 3.435 -3.724
C: -2.915 2.943 -4.466
O: -2.663 1.759 -5.202
O: -2.005 4.692 -3.163
H: -0.965 3.656 -4.443
H: -1.277 2.615 -3.093
H: -3.032 3.702 -5.228
H: -3.825 2.709 -3.892
H: -2.761 0.909 -4.718
H: -2.931 4.738 -2.950
C: -4.448 -2.956 1.328
C: -4.483 -3.965 2.487
O: -3.254 -4.427 2.867
O: -3.136 -2.249 1.316
H: -5.309 -2.220 1.332
H: -4.569 -3.543 0.443
H: -5.331 -4.639 2.392
H: -4.766 -3.458 3.408
H: -3.276 -4.572 3.786
H: -2.730 -2.329 2.160
C: 1.142 -1.990 5.152
C: 2.469 -2.576 5.571
O: 2.483 -3.169 6.822
O: 1.330 -1.472 3.860
H: 0.722 -1.229 5.709
H: 0.467 -2.845 5.274
H: 2.990 -1.633 5.665
H: 3.019 -3.166 4.849
H: 2.096 -2.521 7.445
H: 0.528 -1.741 3.317

Forces on atoms 1 to 2 (eV/Å):
2.3349 1.8514 3.0333
-1.1730 -2.0248 2.2224

Output
* maximum force: 0.08606 Eh/bohr
* energy above the lowest of the compared OMol25 structures with the same formula, charge and spin: 170.1 kcal/mol
* SMILES: OCCO.OCCO.OCCO.OCCO.OCCO.OCCO.OCCO.OCCO.OCCO.OCCO.OCCO.OCCO
* LUMO: -0.164 eV
* frontier orbital gap: 9.626 eV

These are the Mulliken partial charges, in e, on atoms 1 to 99: -0.909 0.644 -0.549 -0.600 0.283 0.362 0.224 -0.208 0.333 0.444 -0.343 0.417 -0.540 -0.544 -0.031 0.328 -0.494 0.516 0.351 0.405 -0.362 0.044 -0.362 -0.657 0.406 -0.213 0.426 -0.338 0.294 0.378 -1.184 2.498 -0.869 2.803 0.698 -0.384 -0.190 -0.704 0.006 -1.735 0.185 -0.281 -0.382 -0.623 0.070 0.054 0.291 0.163 -0.212 0.170 0.667 -0.752 -0.556 -0.512 -0.021 -0.062 0.402 0.280 0.285 0.252 1.293 -1.040 -0.075 -0.603 0.044 -0.765 0.586 0.332 0.014 0.364 -1.398 2.364 -0.710 -0.206 0.548 0.411 -1.162 -0.411 0.445 0.124 0.872 -0.754 -0.520 -0.648 -0.757 0.262 0.243 0.516 0.206 0.327 0.597 -0.909 -0.606 -0.750 0.608 -0.376 0.433 0.410 0.354